Entry 1:
# C41H32BrN4O9PPt

A molecular structure, C41H32BrN4O9PPt (ωB97M-V/def2-TZVPD, OMol25).

Summary:
Expectation value of S²: 2.0249
Relative energy (zero: lowest compared OMol25 entry of this formula, charge and spin) in kcal per mole: 0.0
Total energy in Ha: -5512.265009

The geometry in ORCA input format:
```
! wB97M-V def2-TZVPD RIJCOSX def2/J DEFGRID3
* xyz 0 3
O -1.069 -2.554 5.446
C -5.768 2.968 -0.764
C -1.890 -0.006 -4.460
C -0.186 0.745 4.544
C -0.900 -2.934 1.035
C 1.678 -0.669 3.106
H 4.694 -3.419 -1.053
O 2.511 -2.610 2.191
C 2.626 2.896 -0.974
C -4.466 2.480 -0.812
H -1.946 -4.259 2.356
C -0.553 -0.719 -2.123
N 1.367 2.748 -1.686
O 4.782 2.111 0.870
C -6.791 2.190 -0.241
C 5.538 0.457 -0.589
C 0.761 1.423 3.788
H -7.800 2.580 -0.206
C -2.610 -2.233 2.580
C 1.698 0.713 3.051
H -5.000 -0.562 0.586
H -0.718 2.197 -2.773
C -4.201 1.204 -0.320
O 3.677 -0.812 1.981
C 3.094 -4.568 -1.907
C -0.742 -1.616 0.617
Pt 0.534 3.145 0.955
H -0.149 -3.609 -2.035
H -0.909 1.293 5.131
H -3.682 4.313 -1.715
H -1.334 0.427 0.924
H -3.020 -0.121 2.639
C 3.583 1.057 -2.431
C 1.731 -4.624 -2.182
C 0.910 -3.576 -1.805
C -1.833 -3.237 2.018
C 2.812 -2.413 -0.881
H 3.996 2.650 1.057
H -0.285 -3.717 0.611
C 0.745 -1.379 3.830
H -2.507 -1.086 -1.313
H -3.688 -0.427 -3.373
N -1.218 -1.360 5.292
H 0.737 -2.457 3.845
O 1.212 0.110 -0.202
Br -1.672 2.987 1.790
C -1.940 -0.772 -2.180
C 4.610 1.457 -0.302
C -6.520 0.918 0.240
H 6.229 -0.990 -1.997
O 2.360 3.103 0.383
C -0.183 -0.636 4.534
O -2.182 -0.726 5.668
H 1.249 -0.338 -3.225
H 2.449 1.209 2.455
H 1.315 -5.482 -2.693
C 0.164 -0.337 -3.261
C -0.498 0.016 -4.423
O 1.145 3.595 2.792
C -2.607 -0.403 -3.344
C 4.514 0.078 -2.726
C 3.633 -3.465 -1.264
C 0.809 2.932 3.877
H -3.329 -2.476 3.352
H 1.337 2.249 -2.564
C -3.397 3.317 -1.381
H 3.736 -5.389 -2.202
H 6.288 0.240 0.158
C 3.597 1.750 -1.225
C -1.500 -0.606 1.209
C 1.449 -2.473 -1.141
H 3.097 3.823 -1.335
C -2.440 -0.913 2.181
H -7.317 0.312 0.650
C -2.143 2.981 -1.496
H 2.841 1.289 -3.188
H 3.227 -1.543 -0.386
P 0.429 -1.078 -0.642
N 0.214 2.824 -1.009
H -3.187 0.830 -0.346
H -2.411 0.276 -5.366
H 0.064 0.300 -5.305
C -0.910 2.640 -1.798
C 5.494 -0.223 -1.789
H 4.471 -0.446 -3.671
C -5.220 0.426 0.200
H -5.981 3.962 -1.139
O 0.587 3.465 4.937
N 2.705 -1.422 2.370
*
```

Results of the Löwdin charge analysis, in e, for atoms 1 through 2: 0.081, -0.038


Entry 2:
# C41H33AgF3N3O2Sb

A molecular structure, C41H33AgF3N3O2Sb (ωB97M-V/def2-TZVPD, OMol25).

Summary:
Relative energy (zero: lowest compared OMol25 entry of this formula, charge and spin) in kcal per mole: 0.0
Total energy in Ha: -2583.866004

The geometry in ORCA input format:
```
! wB97M-V def2-TZVPD RIJCOSX def2/J DEFGRID3
* xyz -1 1
C -1.084 -3.734 -4.338
C 0.010 -2.891 -4.265
H -2.954 3.189 0.268
N 0.902 -0.649 1.419
H -6.612 0.449 -1.535
C 1.216 4.313 -3.476
H -0.172 1.021 -5.522
H -3.437 -1.163 -3.874
C -5.274 3.433 -2.425
C -2.792 -0.939 -4.712
C 1.616 -1.465 -2.979
H -3.107 -4.385 -0.960
C -2.041 -1.404 -6.916
C -2.039 2.921 0.797
H 3.315 0.538 3.394
C -0.076 5.828 -0.619
C 0.572 -2.816 0.350
H 3.611 4.406 -0.111
H 1.023 2.590 -2.245
H -3.216 3.761 -2.893
H 1.840 -1.024 -3.948
H -1.821 1.856 0.639
C 0.600 5.085 -4.440
C 1.225 5.404 -0.414
C -4.550 0.784 -2.050
H -2.192 3.289 -4.969
H 2.486 -2.034 -2.641
H -2.470 -2.925 -0.179
H -5.568 4.462 -2.564
H -0.272 6.787 -1.076
O 0.587 -4.043 0.491
H -2.202 3.065 1.866
C 0.409 -2.352 -3.055
N 0.670 1.999 0.896
H 3.050 2.721 -0.118
C -0.887 3.767 0.338
H -1.579 -4.437 -0.055
Sb -1.553 1.031 -2.689
C 2.905 3.704 0.332
H 2.046 6.052 -0.696
H 3.954 -1.886 3.394
C -1.121 5.008 -0.233
C -0.950 0.277 -5.635
F -2.132 -2.135 -8.053
C -5.864 1.162 -1.842
O 1.656 2.450 2.926
C -2.199 -3.834 -0.720
C 1.494 4.166 0.145
Ag -0.078 0.257 -0.484
C 3.089 -1.539 2.844
C -1.048 -0.447 -6.809
C -0.286 -2.677 -1.872
H -0.364 -0.281 -7.627
C -0.674 2.812 -3.529
C -3.966 3.031 -2.624
C -2.924 -1.661 -5.883
C 1.260 -1.930 1.365
H -1.382 -4.165 -5.283
H 2.573 -3.478 2.034
H 0.570 -2.670 -5.165
C -3.597 1.705 -2.463
C -6.205 2.488 -2.036
H -4.259 -0.242 -1.869
F -7.486 2.877 -1.827
C -1.794 -4.021 -3.184
H -2.143 5.341 -0.375
H 3.118 3.605 1.395
H -3.673 -2.431 -5.983
N 0.164 -2.104 -0.695
H -1.063 5.361 -5.743
C 2.336 -2.425 2.093
H 2.173 4.604 -3.075
C 1.635 0.214 2.119
C 1.299 1.687 2.024
H 1.457 -0.658 -2.242
C -0.625 4.738 -4.977
C -1.421 -3.503 -1.955
C -1.250 3.586 -4.527
C 2.744 -0.197 2.850
C 0.559 3.186 -3.020
C -1.830 0.050 -4.587
F 1.214 6.210 -4.880
C 0.434 3.313 0.508
H -2.653 -4.676 -3.240
*
```

Results of the Löwdin charge analysis, in e, for atoms 1 through 2: -0.122, -0.079


Entry 3:
# C41H33AuBrGeN5OS

A molecular structure, C41H33AuBrGeN5OS (ωB97M-V/def2-TZVPD, OMol25).

Summary:
Expectation value of S²: 2.0666
Relative energy (zero: lowest compared OMol25 entry of this formula, charge and spin) in kcal per mole: 0.0
Total energy in Ha: -7115.906704

The geometry in ORCA input format:
```
! wB97M-V def2-TZVPD RIJCOSX def2/J DEFGRID3
* xyz 0 3
C -1.104 -1.469 -3.438
H 0.163 3.853 -1.365
C -0.368 4.015 1.732
C -1.162 2.932 1.385
H 2.076 2.613 -0.357
N 4.711 -1.823 -2.367
C 2.590 -1.980 -6.075
H 0.852 -2.332 0.756
C -0.458 -1.597 2.287
H 4.012 -2.383 -2.832
C 0.756 -1.774 7.091
H -2.064 3.081 0.803
C 0.348 1.423 2.539
H -4.572 3.050 -2.260
H -3.668 -2.644 2.724
C 0.986 -1.646 5.729
H 3.388 -1.109 3.227
H -0.647 5.018 1.433
H 2.046 2.380 3.451
N 1.525 0.804 -1.139
H 3.662 1.104 -3.044
H 0.216 0.424 -5.999
C -3.708 1.126 -1.948
C -0.087 0.494 5.741
C 1.336 2.098 -0.960
H -0.828 -3.829 -0.254
H -1.425 0.810 1.496
H -0.832 1.163 7.640
H -5.142 3.371 0.152
C 3.054 -0.388 -4.334
H 4.345 -2.032 -4.849
C -0.147 -2.379 1.175
H -3.636 -0.553 0.980
C 1.432 -1.299 -6.414
H -0.082 -0.863 8.845
N -2.529 0.393 -3.819
Ge 0.873 -0.391 3.101
C -4.671 2.461 -0.192
C -4.401 1.433 0.700
H -1.775 -2.015 -4.090
C 4.493 -0.499 -2.281
H 1.501 -2.443 5.203
C -0.685 2.086 -2.230
C -1.094 -3.224 0.605
C 1.910 0.320 -4.703
C 3.413 -1.525 -5.052
H -3.018 -0.846 -1.362
H 5.056 -2.216 -1.505
S 5.107 0.404 -0.993
C 0.099 -0.764 7.782
C 0.927 -1.323 -2.071
C -2.367 -3.314 1.151
H 0.798 -1.661 -7.213
H 1.089 -2.662 7.615
C 0.254 2.787 -1.515
C -0.009 -2.064 -2.895
C -4.344 2.289 -1.525
C 0.618 0.110 -1.833
Au 3.120 -0.347 0.621
H -3.102 -3.984 0.720
Br -4.829 1.641 2.525
H 1.416 4.647 2.747
H -2.002 -1.129 3.711
O 1.958 -1.830 -1.641
C 2.642 -0.781 2.509
C -1.433 -0.131 -3.149
H 0.230 -3.103 -3.084
H 1.655 1.230 -4.171
C -3.821 0.246 0.277
N 3.815 0.133 -3.265
C -0.322 0.371 7.106
C 0.567 -0.511 5.032
C -0.800 1.649 1.782
C -0.533 0.698 -2.383
C -3.464 0.090 -1.051
H -0.419 1.389 5.224
H 2.877 -2.869 -6.623
C -1.740 -1.705 2.829
N -3.456 1.064 -3.356
C 1.138 2.524 2.874
C -2.685 -2.559 2.275
C 0.789 3.807 2.475
C 1.106 -0.133 -5.733
H -1.523 2.601 -2.679
*
```

Results of the Löwdin charge analysis, in e, for atoms 1 through 2: -0.021, 0.114


Entry 4:
# C41H33F12N5O5PSm

A molecular structure, C41H33F12N5O5PSm at a distorted geometry (ωB97M-V/def2-TZVPD, OMol25).

Summary:
Expectation value of S²: 8.7576
Total energy in Ha: -4430.014744

The geometry in ORCA input format:
```
! wB97M-V def2-TZVPD RIJCOSX def2/J DEFGRID3
* xyz -2 6
H 1.743 -3.338 -0.766
C -2.433 -4.377 4.052
C 4.856 4.026 3.280
F 4.244 1.990 -3.990
H -5.077 0.782 -2.690
C -0.384 -1.692 -2.138
C -2.421 -2.527 2.499
N 3.980 2.542 1.145
F 0.942 2.114 -4.985
C 3.796 -2.135 0.249
C 1.690 -2.911 0.275
O 2.634 1.553 -1.946
O -0.133 -1.572 1.184
C -0.674 4.247 0.148
C 2.070 1.140 -3.102
H -1.082 -1.948 -1.320
C 1.406 -1.085 -4.027
C -3.785 -2.309 2.755
F 1.918 3.542 -3.562
C -1.186 0.853 -0.419
H -4.924 -0.316 0.828
C -2.589 2.016 1.235
H -4.552 2.397 3.092
H 2.005 -0.909 -4.973
C 1.268 2.358 -3.688
F 0.094 2.497 -3.007
H 4.142 2.526 4.584
H 5.854 -1.715 0.003
F -1.752 4.802 0.640
O 4.117 -3.422 0.046
C 0.797 -2.337 -4.135
H 5.192 0.845 -0.259
H -3.224 -3.212 0.107
C 1.203 -0.161 -3.020
N 3.083 0.905 2.523
C -2.408 0.129 -0.885
C -4.421 -3.048 3.735
C 4.297 2.848 3.506
C 0.174 -2.713 0.604
H 5.066 4.555 4.198
N 2.598 -1.734 0.389
F -0.828 4.160 -1.181
H 2.935 0.593 3.465
H -4.196 0.731 3.474
H -5.422 -2.721 4.020
C 0.841 -3.234 -5.311
C -0.110 -2.614 -3.121
C -1.385 1.871 0.483
C -3.428 -2.205 -0.293
C -4.728 0.092 -1.892
C 5.021 4.499 1.940
O -0.598 -3.596 0.299
C -5.050 -1.216 -1.903
C -2.812 -0.949 0.205
C 3.368 1.005 -4.089
N 4.576 0.061 -0.468
Sm 2.230 0.810 0.097
H 5.705 5.355 1.800
N -0.020 0.540 -1.078
O 0.972 2.534 0.534
H -2.597 2.923 1.861
C -3.745 -4.103 4.390
H 4.720 3.905 -0.101
H -0.642 -3.733 3.025
F 4.131 -0.067 -3.861
F -0.071 2.079 3.220
C 4.540 3.722 0.962
H 4.587 -0.142 -1.432
C -0.253 2.913 0.902
H 2.013 -3.782 0.863
H 5.193 -0.817 1.290
C -3.972 0.081 0.553
C 4.937 -1.173 0.295
H -5.827 -1.559 -2.601
C -3.631 1.195 1.486
P -1.670 -1.078 1.689
H -0.525 -3.599 -2.916
F 0.949 3.902 2.720
H -2.014 -5.259 4.561
C -3.823 0.690 -0.841
F -1.196 3.893 3.026
H -5.621 1.004 2.613
F 0.307 5.182 0.402
C -4.559 -2.254 -1.087
C -1.755 -3.570 3.152
H 0.558 -4.250 -5.017
H -3.843 1.813 -0.788
F 3.037 0.983 -5.384
C -4.554 1.388 2.735
C -0.124 3.202 2.478
H 1.802 -3.351 -5.811
H -4.266 -4.796 5.007
H -2.078 -0.274 -1.753
H -4.406 -1.526 2.273
H 0.118 -2.800 -6.088
H -4.905 -3.301 -1.359
C 0.226 -0.412 -2.053
C 3.764 2.051 2.446
*
```

Results of the Löwdin charge analysis, in e, for atoms 1 through 2: 0.136, -0.112


Entry 5:
# C41H33N4O6RuTe

A molecular structure, C41H33N4O6RuTe (ωB97M-V/def2-TZVPD, OMol25).

Summary:
Expectation value of S²: 6.0469
Relative energy (zero: lowest compared OMol25 entry of this formula, charge and spin) in kcal per mole: 6.9
Total energy in Ha: -2615.351450

The geometry in ORCA input format:
```
! wB97M-V def2-TZVPD RIJCOSX def2/J DEFGRID3
* xyz 1 5
C 0.707 3.960 -2.181
C -2.118 -1.634 1.240
O 0.501 2.005 -0.170
H 4.480 -0.437 -0.240
C 1.643 2.453 -0.321
H 2.819 -3.685 -2.494
H 4.354 2.564 5.239
H -6.378 3.053 1.032
C 4.449 1.785 4.493
C 5.504 4.285 -0.758
C 1.662 -1.252 2.109
C -1.729 4.288 -2.513
H -2.555 0.994 -2.183
C -2.241 -2.017 -0.223
H -4.845 1.874 -2.089
N -6.000 2.806 0.136
C -2.103 -2.478 -2.941
C -0.125 -0.790 -2.937
H 3.166 -2.405 -4.574
C -2.990 4.587 -2.027
C -2.625 1.728 0.988
H -1.559 4.111 -3.567
O 0.973 4.035 -3.357
C 3.062 4.103 -1.394
N -2.148 1.264 -0.177
H 5.507 5.085 -1.495
O -2.891 -2.076 2.047
C 1.617 -2.560 1.334
H -6.637 2.758 -0.637
C 2.658 0.766 1.352
C -4.744 2.300 0.032
C 3.985 2.554 0.258
C 4.668 -0.220 2.578
N -1.341 -1.426 -1.001
O -1.109 -0.817 1.494
H 3.198 4.894 -2.122
O 0.582 -0.089 -2.049
C 3.441 -1.970 -3.622
H 0.892 -2.547 0.519
H 0.738 -1.163 2.676
C 3.240 -2.690 -2.450
H 5.821 4.695 0.205
C -2.963 1.338 -1.238
H 4.123 -0.130 -4.485
C 3.981 -0.693 -3.572
Te 3.436 -3.343 0.503
H 1.292 -3.343 2.021
C -0.837 4.445 -0.276
Ru -0.139 -0.100 -0.180
C -3.887 2.245 1.139
C 3.597 -2.140 -1.219
N 1.712 -0.083 1.213
C -0.650 4.214 -1.634
C 2.783 1.934 0.423
H 4.770 0.851 -2.310
H -3.763 -3.798 -2.629
H -1.960 1.664 1.838
C 4.339 -0.143 -2.351
H -3.870 -3.373 -0.149
O 0.037 -0.788 -4.123
C -3.066 -3.116 -2.161
C 1.830 3.541 -1.252
H 2.492 -1.258 2.808
H 0.003 4.384 0.409
C -3.172 4.828 -0.668
H -4.157 5.075 -0.290
C 3.662 0.731 2.469
H 4.844 2.197 0.814
H 6.154 0.871 5.423
H -4.213 2.597 2.109
H -2.015 -2.624 -4.009
C 5.565 -0.162 3.638
C -2.098 4.759 0.208
H 4.752 -1.017 1.852
H -3.831 4.642 -2.707
C 5.457 0.834 4.596
C -1.232 -1.618 -2.310
C 4.160 -0.867 -1.179
H 2.782 2.488 3.347
C 4.162 3.650 -0.631
C -4.243 1.835 -1.190
H -2.242 4.951 1.264
C 3.564 1.740 3.429
C -3.143 -2.890 -0.787
H 6.344 -0.909 3.713
H 6.251 3.541 -1.045
*
```

Results of the Löwdin charge analysis, in e, for atoms 1 through 2: -0.284, -0.547